1.
CH2NP | the ωB97M-V functional and the def2-TZVPD basis

Multiplicity = 1
Molar mass = 59.01 Da
Gap between HOMO and LUMO = 8.316 eV
Energy above the lowest of the compared OMol25 structures with the same formula, charge and spin = 3.1644 eV
LUMO energy = -2.815 eV

XYZ file:
```
5
Properties=species:S:1:pos:R:3:forces:R:3:mulliken_charge:R:1
C 0.527 0.951 -1.010 -0.8 -3.5 4.1 -0.185
N 0.660 1.606 -1.929 0.3 1.4 -1.8 -0.267
P 0.156 -0.772 1.126 3.5 2.8 -1.0 0.221
H -0.929 -0.019 1.350 -1.7 0.7 0.2 0.119
H -0.414 -1.766 0.463 -1.3 -1.5 -1.5 0.112
```
Forces are in eV/Å.



2.
CH2NP3 | the ωB97M-V functional and the def2-TZVPD basis

Multiplicity = 1
Molar mass = 120.96 Da
Gap between HOMO and LUMO = 7.701 eV
Energy above the lowest of the compared OMol25 structures with the same formula, charge and spin = 4.0094 eV
LUMO energy = -1.176 eV

XYZ file:
```
7
Properties=species:S:1:pos:R:3:forces:R:3:mulliken_charge:R:1
C -0.422 1.007 -0.183 5.0 -3.0 0.4 -0.493
N 3.169 0.909 0.466 -1.3 -0.3 -1.2 -0.388
P 1.201 0.735 0.127 -1.0 -1.4 0.0 0.422
P 3.682 -0.434 -0.234 -0.7 0.7 1.1 0.233
P 1.629 -1.309 -0.613 -0.2 -0.9 0.8 -0.158
H -0.878 1.899 -0.201 -2.0 3.4 0.2 0.272
H 1.532 -2.244 0.600 0.3 1.4 -1.2 0.111
```
Forces are in eV/Å.



3.
CH2O | the ωB97M-V functional and the def2-TZVPD basis

SMILES string = C=O
Multiplicity = 1
Molar mass = 30.03 Da
Gap between HOMO and LUMO = 11.120 eV
Energy above the lowest of the compared OMol25 structures with the same formula, charge and spin = 0.0149 eV
LUMO energy = 0.799 eV

XYZ file:
```
4
Properties=species:S:1:pos:R:3:forces:R:3:mulliken_charge:R:1
C -0.006 -0.015 -0.019 1.1 0.9 0.4 -0.035
O 1.207 -0.013 -0.006 -1.3 -0.3 -0.1 -0.387
H -0.631 -0.911 0.013 0.1 -0.5 -0.1 0.219
H -0.570 0.939 0.012 0.1 -0.1 -0.2 0.203
```
Forces are in eV/Å.



4.
CH2O2S | the ωB97M-V functional and the def2-TZVPD basis

SMILES string = OOC=S
Multiplicity = 1
Molar mass = 78.09 Da
Gap between HOMO and LUMO (spin up / spin down) = 8.708 / 8.707 eV
Energy above the lowest of the compared OMol25 structures with the same formula, charge and spin = 5.4038 eV
LUMO energy (spin up / spin down) = -1.019 / -1.019 eV

XYZ file:
```
6
Properties=species:S:1:pos:R:3:forces:R:3:mulliken_charge:R:1
O 0.909 0.765 -0.075 -1.3 0.2 -0.7 -0.340
O -0.478 1.193 0.025 -1.6 -3.3 -0.5 -0.241
C -1.595 -0.097 -0.388 0.2 4.8 1.5 0.030
S -3.117 0.110 -0.022 1.0 -0.1 0.3 -0.145
H 1.015 0.246 0.723 0.1 -0.1 0.5 0.334
H -1.221 -0.673 -1.156 1.6 -1.4 -1.1 0.361
```
Forces are in eV/Å.



5.
CH2O2S | the ωB97M-V functional and the def2-TZVPD basis

SMILES string = O=C(O)S
Multiplicity = 1
Molar mass = 78.09 Da
Gap between HOMO and LUMO = 10.484 eV
Energy above the lowest of the compared OMol25 structures with the same formula, charge and spin = 0.8364 eV
LUMO energy = 0.290 eV

XYZ file:
```
6
Properties=species:S:1:pos:R:3:forces:R:3:mulliken_charge:R:1
O 1.272 -1.111 0.048 -2.8 4.2 -0.7 -0.521
C 0.510 -0.103 -0.035 1.5 -3.3 0.9 0.683
O 0.831 1.189 -0.042 4.6 0.1 0.3 -0.463
S -1.270 -0.155 -0.027 -0.5 1.8 1.0 -0.240
H 1.893 1.248 0.068 -3.3 -0.3 -0.4 0.355
H -1.467 1.225 0.532 0.5 -2.7 -1.2 0.186
```
Forces are in eV/Å.



6.
CH2O2S | the ωB97M-V functional and the def2-TZVPD basis

Multiplicity = 1
Molar mass = 78.09 Da
Gap between HOMO and LUMO (spin up / spin down) = 6.160 / 7.127 eV
Energy above the lowest of the compared OMol25 structures with the same formula, charge and spin = 8.7217 eV
LUMO energy (spin up / spin down) = -3.332 / -3.175 eV

XYZ file:
```
6
Properties=species:S:1:pos:R:3:forces:R:3:mulliken_charge:R:1
C 0.169 0.311 -0.065 -0.7 2.5 0.8 -0.399
O 0.917 -0.585 -0.512 0.3 -0.2 0.5 0.064
O 1.854 -1.011 0.367 0.0 -0.3 -0.3 -0.454
S -2.845 -0.267 0.023 0.1 0.0 0.0 0.010
H 0.400 0.711 1.019 -0.7 -1.0 -2.3 0.312
H -0.496 0.841 -0.832 1.0 -1.0 1.2 0.466
```
Forces are in eV/Å.



7.
CH2O2S2 | the ωB97M-V functional and the def2-TZVPD basis

Multiplicity = 1
Molar mass = 110.16 Da
Gap between HOMO and LUMO = 8.641 eV
Energy above the lowest of the compared OMol25 structures with the same formula, charge and spin = 2.4737 eV
LUMO energy = -0.518 eV

XYZ file:
```
7
Properties=species:S:1:pos:R:3:forces:R:3:mulliken_charge:R:1
C 1.050 0.299 0.085 -0.9 -4.2 0.4 0.236
O 3.413 -0.416 0.031 1.3 -0.5 -0.5 -0.563
O -0.036 0.993 0.235 1.8 2.3 -2.9 -0.403
S 0.953 -1.855 -0.006 -0.3 4.0 0.3 -0.291
S 2.590 0.808 -0.084 -0.7 1.3 0.4 0.304
H -0.628 0.725 0.872 -1.9 -1.5 2.3 0.376
H 2.243 -1.362 -0.109 0.7 -1.5 0.0 0.341
```
Forces are in eV/Å.



8.
CH2O2S2 | the ωB97M-V functional and the def2-TZVPD basis

SMILES string = SC1(S)OO1
Multiplicity = 1
Molar mass = 110.16 Da
Gap between HOMO and LUMO = 10.654 eV
Energy above the lowest of the compared OMol25 structures with the same formula, charge and spin = 3.4178 eV
LUMO energy = 0.568 eV

XYZ file:
```
7
Properties=species:S:1:pos:R:3:forces:R:3:mulliken_charge:R:1
S 1.309 -0.442 1.171 -1.4 -2.2 1.5 -0.177
C -0.130 -0.146 0.169 -1.1 0.2 1.3 0.500
S 0.088 -0.606 -1.548 -0.3 0.9 0.6 -0.156
O -0.980 0.920 0.650 1.2 0.2 -1.4 -0.229
O -1.340 -0.465 0.775 0.2 -1.2 0.1 -0.216
H 1.938 0.474 0.598 1.7 2.1 -1.4 0.123
H -0.886 0.264 -1.815 -0.3 0.0 -0.6 0.154
```
Forces are in eV/Å.



9.
CH2O2S2 | the ωB97M-V functional and the def2-TZVPD basis

Multiplicity = 1
Molar mass = 110.16 Da
Gap between HOMO and LUMO = 9.336 eV
Energy above the lowest of the compared OMol25 structures with the same formula, charge and spin = 0.3864 eV
LUMO energy = 0.486 eV

XYZ file:
```
7
Properties=species:S:1:pos:R:3:forces:R:3:mulliken_charge:R:1
C 2.436 0.212 -0.185 0.1 0.1 0.1 0.142
O -1.234 0.682 -0.934 -3.0 0.5 1.8 -0.449
O 2.904 0.717 0.706 -0.1 -0.1 -0.2 -0.136
S -0.754 -1.365 0.927 0.1 1.4 1.0 -0.216
S -1.939 -0.779 -0.610 0.1 0.3 -0.3 0.130
H -0.902 -0.108 1.580 0.1 -1.7 -0.4 0.201
H -0.511 0.642 -1.485 2.7 -0.6 -2.1 0.328
```
Forces are in eV/Å.



10.
CH2O3P2 | the ωB97M-V functional and the def2-TZVPD basis

SMILES string = C=PP(=O)([O-])[O-]
Multiplicity = 1
Net charge = -2
Molar mass = 123.97 Da
Gap between HOMO and LUMO = 6.514 eV
Energy above the lowest of the compared OMol25 structures with the same formula, charge and spin = 0.5933 eV
LUMO energy = 7.376 eV

XYZ file:
```
8
Properties=species:S:1:pos:R:3:forces:R:3:mulliken_charge:R:1
C 1.673 -0.423 -0.168 -0.1 -1.4 0.8 -0.671
P 0.300 -1.272 0.339 0.0 1.6 -0.5 -0.275
P -1.428 0.379 0.103 -1.5 -1.2 -2.4 0.608
O -1.238 0.778 1.552 -0.6 -0.3 0.2 -0.697
O -0.994 1.436 -0.917 0.0 -0.6 0.6 -0.731
O -2.683 -0.473 -0.407 2.2 1.6 1.6 -0.791
H 2.558 -0.896 0.277 0.4 0.4 -0.6 0.265
H 1.811 0.470 -0.780 -0.4 0.0 0.3 0.293
```
Forces are in eV/Å.



11.
CH2O3S | the ωB97M-V functional and the def2-TZVPD basis

SMILES string = O=CO.O=S
Multiplicity = 1
Molar mass = 94.09 Da
Gap between HOMO and LUMO (spin up / spin down) = 7.811 / 7.763 eV
Energy above the lowest of the compared OMol25 structures with the same formula, charge and spin = 0.9972 eV
LUMO energy (spin up / spin down) = -1.745 / -1.767 eV

XYZ file:
```
7
Properties=species:S:1:pos:R:3:forces:R:3:mulliken_charge:R:1
O -0.050 -1.450 0.352 0.8 -0.5 0.7 -0.472
C -0.624 -0.407 0.248 -1.2 -3.3 -0.4 0.205
O -0.162 0.694 -0.178 0.6 4.3 -0.8 -0.401
H -1.722 -0.422 0.295 -0.1 0.6 0.3 0.312
H 0.773 0.976 -0.146 -0.3 -1.3 0.2 0.385
O 2.171 0.035 1.476 0.6 -0.2 0.4 -0.273
S 3.130 -0.835 2.214 -0.5 0.4 -0.4 0.244
```
Forces are in eV/Å.



12.
CH2O3S | the ωB97M-V functional and the def2-TZVPD basis

Multiplicity = 1
Molar mass = 94.09 Da
Gap between HOMO and LUMO = 10.600 eV
Energy above the lowest of the compared OMol25 structures with the same formula, charge and spin = 0.4960 eV
LUMO energy = -0.367 eV

XYZ file:
```
7
Properties=species:S:1:pos:R:3:forces:R:3:mulliken_charge:R:1
C 0.006 0.678 -0.306 -1.6 -0.3 -0.8 0.026
O 2.415 -1.081 1.523 0.3 -0.1 -0.1 -0.412
O 1.133 0.853 0.108 -2.5 0.1 -0.9 -0.412
O 3.311 1.074 2.226 0.1 0.3 0.0 -0.403
S 3.169 0.093 1.198 0.2 -0.6 0.5 0.813
H -0.985 0.391 0.230 1.9 0.4 0.7 0.197
H -0.379 0.739 -1.389 1.6 0.3 0.7 0.192
```
Forces are in eV/Å.



The highest energy above the lowest of the compared OMol25 structures with the same formula, charge and spin belongs to which entry?
number 6



What is the energy above the lowest of the compared OMol25 structures with the same formula, charge and spin in the second record?
4.0094 eV



Which of these has the lowest energy above the lowest of the compared OMol25 structures with the same formula, charge and spin?
CH2O



Look up the multiplicity of the ninth one.
1